DFT (ωB97M-V/def2-TZVPD) results for the molecule C30H37N5O6.

Calculated values
SMILES   CC(C)C[C@H](NC(=O)c1[nH]cnc1C(=O)Nc1ccc(CNC(=O)OC(C)(C)C)cc1)C(=O)OCc1ccccc1
Electronic energy   -51449.974 eV
Energy relative to the best compared isomer or geometry (same formula, charge and spin)   25.2 kJ/mol
HOMO level   -8.539 eV

Geometry as ORCA input:
```
! wB97M-V def2-TZVPD RIJCOSX def2/J DEFGRID3
* xyz 0 1
C -5.11179 -0.48844 -3.29456
H -5.66411 0.03312 -2.51863
H -5.67024 -0.39631 -4.22372
H -4.14738 -0.00147 -3.42342
C -4.92416 -1.96118 -2.93895
C -4.34561 -2.72199 -4.13091
H -4.21790 -3.77462 -3.89000
H -5.00727 -2.64499 -4.99040
H -3.37638 -2.31214 -4.40676
C -4.00411 -2.14818 -1.72842
H -3.89338 -3.21651 -1.53201
C -4.51518 -1.49515 -0.43922
N -4.17358 -0.10011 -0.36389
C -5.05139 0.84039 -0.00083
O -6.24869 0.66038 0.18005
C -4.48951 2.20173 0.15486
C -3.23621 2.79745 0.13477
N -3.36822 4.13033 0.41676
C -4.64102 4.34266 0.59838
N -5.35708 3.21101 0.45368
H -6.35087 3.05504 0.54730
H -5.07031 5.29598 0.83315
C -1.89831 2.23418 -0.09884
O -1.70400 1.06871 -0.43192
N -0.93218 3.15506 0.10690
C 0.45335 3.01224 0.07464
C 1.23026 4.12344 0.40080
C 2.60681 4.03452 0.40743
C 3.24391 2.83717 0.10064
C 2.46532 1.73628 -0.22812
C 1.08518 1.81567 -0.25131
H 0.49596 0.95386 -0.51603
H 2.94121 0.79554 -0.46227
C 4.74874 2.74711 0.15577
N 5.29784 1.71750 -0.68991
C 5.74830 0.54095 -0.18252
O 5.90709 0.33228 0.99557
O 6.00318 -0.30807 -1.19368
C 6.54870 -1.62317 -0.92581
C 5.57591 -2.43455 -0.07016
H 5.95588 -3.44407 0.05815
H 4.60211 -2.48324 -0.55321
H 5.46140 -1.97295 0.90667
C 6.69657 -2.25252 -2.31169
H 7.10274 -3.25543 -2.22170
H 5.72865 -2.30406 -2.80324
H 7.36369 -1.65215 -2.92457
C 7.91095 -1.50325 -0.24381
H 8.57716 -0.88858 -0.84563
H 8.34981 -2.49011 -0.12706
H 7.80016 -1.04675 0.73575
H 5.11547 1.75757 -1.68007
H 5.19007 3.71318 -0.11214
H 5.06135 2.49494 1.17578
H 3.19700 4.90270 0.66216
H 0.74563 5.05659 0.64987
H -1.29180 4.07073 0.36142
H -3.18740 0.15972 -0.45428
C -3.96870 -2.25386 0.77513
O -3.92389 -3.45369 0.84739
O -3.57547 -1.41746 1.73070
C -3.04688 -1.97388 2.93102
C -1.64237 -1.50525 3.21488
C -0.94542 -0.68163 2.34428
C 0.34352 -0.27619 2.65047
C 0.94733 -0.69373 3.82250
C 0.25559 -1.51916 4.69436
C -1.03231 -1.92078 4.39367
H -1.57264 -2.56393 5.07374
H 0.72086 -1.85049 5.61102
H 1.95368 -0.37917 4.05509
H 0.87643 0.36937 1.96792
H -1.40808 -0.35451 1.42618
H -3.71373 -1.66871 3.74624
H -3.07043 -3.06839 2.84928
H -5.61041 -1.56837 -0.38455
H -3.01583 -1.73986 -1.95283
H -5.90356 -2.38840 -2.69724
*
```